No. 1
Computed, not measured: a gas-phase ion, C26H49ClIN4O5P2 (charge +1) at a distorted geometry, with ωB97M-V with the def2-TZVPD basis set.

Each atom is followed by the atoms it is bonded to, with distances in Å.
Geometry (Å):
1 H 3.03415 -1.35596 3.97798  N2 1.020
2 N 2.53007 -1.03908 3.15034  H1 1.020, C3 1.267
3 C 3.33333 -0.48673 2.34078  N2 1.267, C4 1.511, C5 1.521
4 C 4.79886 -0.27509 2.64297  C3 1.511, H41 1.091, H42 1.087, H43 1.085
5 C 2.85863 0.15133 1.04380  C3 1.521, C6 1.569, H44 1.087, H45 1.085
6 C 2.22543 -0.69314 -0.11768  C5 1.569, I7 2.181, C8 1.565, C37 1.552
7 I 3.47972 -2.47590 -0.06007  C6 2.181
8 C 2.45454 -0.02814 -1.51612  C6 1.565, P9 1.978, N13 1.536, H46 1.091
9 P 2.24120 -1.18039 -3.10950  C8 1.978, C10 1.839, C11 1.864
10 C 0.91815 -0.45909 -4.16302  P9 1.839, H47 1.085, H48 1.083, H49 1.081
11 C 1.37228 -2.75570 -2.62106  P9 1.864, C12 1.529, H50 1.081, H51 1.085
12 C 0.42930 -3.31886 -3.68468  C11 1.529, H52 1.088, H53 1.089, H54 1.085
13 N 1.79231 1.35752 -1.54049  C8 1.536, O14 1.495, P17 1.961, C20 1.516
14 O 2.54745 2.22994 -0.59046  N13 1.495, C15 1.305
15 C 3.66268 2.70280 -1.07615  O14 1.305, N16 1.156
16 N 4.78381 2.94590 -1.21870  C15 1.156
17 P 2.02297 2.55146 -3.07956  N13 1.961, O18 1.587, Cl19 2.041
18 O 2.97561 1.58309 -3.90087  P17 1.587, H55 0.970
19 Cl 0.32067 2.49928 -4.20438  P17 2.041
20 C 0.44194 1.30810 -0.85284  N13 1.516, C21 1.529, C28 1.540, H56 1.091
21 C -0.41451 2.55561 -1.06963  C20 1.529, C22 1.534, H57 1.088, H58 1.092
22 C -0.74094 3.27676 0.24472  C21 1.534, C23 1.521, H59 1.092, H60 1.091
23 C -1.47605 2.50140 1.32682  C22 1.521, C24 1.535, H61 1.089, H62 1.092
24 C -1.35551 3.21420 2.68139  C23 1.535, C25 1.524, H63 1.087, H64 1.089
25 C 0.02231 3.00236 3.29831  C24 1.524, O26 1.413, H65 1.101, H66 1.094
26 O 0.48238 4.22340 3.84103  C25 1.413, C27 1.408
27 C 1.73384 4.11271 4.47685  O26 1.408, H67 1.087, H68 1.093, H69 1.095
28 C -0.12768 -0.12201 -0.90229  C20 1.540, C29 1.520, C37 1.559, H70 1.085
29 C -1.62377 -0.20060 -0.64844  C28 1.520, C30 1.534, H71 1.086, H72 1.087
30 C -2.20453 -1.52006 -1.17164  C29 1.534, N31 1.470, H73 1.094, H74 1.089
31 N -3.64507 -1.58531 -0.88570  C30 1.470, C32 1.470, C34 1.445
32 C -4.40737 -2.29651 -1.92268  N31 1.470, C33 1.523, H75 1.087, H76 1.093
33 C -5.90336 -2.06845 -1.74903  C32 1.523, H77 1.089, H78 1.087, H79 1.089
34 C -3.87841 -2.18156 0.41024  N31 1.445, C35 1.498, O36 1.204
35 C -4.36540 -1.25909 1.48576  C34 1.498, H80 1.088, H81 1.085, H82 1.088
36 O -3.68473 -3.35329 0.60845  C34 1.204
37 C 0.71399 -0.97892 0.09228  C6 1.552, C28 1.559, O38 1.397, H83 1.087
38 O 0.38183 -0.69090 1.41852  C37 1.397, C39 1.426
39 C -0.43710 -1.65233 2.07997  O38 1.426, C40 1.516, H84 1.091, H85 1.089
40 C 0.23825 -2.97196 2.39545  C39 1.516, H86 1.082, H87 1.090, H88 1.091
41 H 4.90018 0.66697 3.18375  C4 1.091
42 H 5.39092 -0.17775 1.73649  C4 1.087
43 H 5.18362 -1.09143 3.24512  C4 1.085
44 H 3.74302 0.60223 0.60108  C5 1.087
45 H 2.20318 0.96732 1.32884  C5 1.085
46 H 3.52491 0.17651 -1.56395  C8 1.091
47 H 0.12572 0.07614 -3.65096  C10 1.085
48 H 0.45433 -1.26036 -4.72465  C10 1.083
49 H 1.34676 0.19932 -4.90622  C10 1.081
50 H 0.86352 -2.72938 -1.66731  C11 1.081
51 H 2.18771 -3.46103 -2.49571  C11 1.085
52 H 0.89172 -3.31058 -4.67004  C12 1.088
53 H -0.48147 -2.72604 -3.76195  C12 1.089
54 H 0.14692 -4.33145 -3.41639  C12 1.085
55 H 2.77635 1.59388 -4.85044  O18 0.970
56 H 0.69739 1.38765 0.20471  C20 1.091
57 H -1.30386 2.37301 -1.66914  C21 1.088
58 H 0.13083 3.31325 -1.63683  C21 1.092
59 H 0.20052 3.65024 0.65275  C22 1.092
60 H -1.33046 4.15766 -0.01264  C22 1.091
61 H -2.52599 2.35917 1.07484  C23 1.089
62 H -1.03755 1.51048 1.46462  C23 1.092
63 H -2.11181 2.82976 3.36123  C24 1.087
64 H -1.50605 4.28364 2.54406  C24 1.089
65 H 0.74155 2.65615 2.54006  C25 1.101
66 H -0.00660 2.24196 4.08401  C25 1.094
67 H 1.79723 4.85999 5.26386  C27 1.087
68 H 1.87660 3.12877 4.93005  C27 1.093
69 H 2.55568 4.28877 3.77566  C27 1.095
70 H 0.00919 -0.59221 -1.87071  C28 1.085
71 H -1.87367 -0.11868 0.40483  C29 1.086
72 H -2.17364 0.58237 -1.16403  C29 1.087
73 H -1.67759 -2.37448 -0.73746  C30 1.094
74 H -2.10819 -1.53837 -2.25618  C30 1.089
75 H -4.10163 -1.91177 -2.89176  C32 1.087
76 H -4.22034 -3.37208 -1.86733  C32 1.093
77 H -6.30505 -2.66543 -0.93114  C33 1.089
78 H -6.44563 -2.34016 -2.65096  C33 1.087
79 H -6.10808 -1.02097 -1.53224  C33 1.089
80 H -5.34858 -1.58603 1.81876  C35 1.088
81 H -4.44106 -0.23785 1.12718  C35 1.085
82 H -3.67541 -1.30327 2.32618  C35 1.088
83 H 0.48241 -2.02199 -0.10551  C37 1.087
84 H -1.34873 -1.85914 1.51719  C39 1.091
85 H -0.74993 -1.17238 3.00604  C39 1.089
86 H 0.91764 -2.89824 3.23411  C40 1.082
87 H 0.74849 -3.38481 1.52578  C40 1.090
88 H -0.54633 -3.68612 2.65167  C40 1.091

Its energy relative to the best compared isomer or geometry (same formula, charge and spin) is 0.0 kcal per mole. The SMILES is [H]/N=C(\C)C[C@]1(I)[C@@H](P(C)CC)[N@@+](OC#N)(P(O)Cl)[C@@H](CCCCCOC)[C@H](CCN(CC)C(C)=O)[C@@H]1OCC. As for the orbital gap: 7.91 eV. Its total charge is +1.

Atomic partial charges in e from the Mulliken method, atoms 1 to 8: 0.293 -0.263 -0.073 -1.575 0.213 -0.898 0.207 0.080

No. 2
Computed, not measured: 9 unconnected molecules or ions with the total composition C26H49IN11O22P at a distorted geometry, with ωB97M-V with the def2-TZVPD basis set.

Each atom is followed by the atoms it is bonded to, with distances in Å.
Geometry (Å):
1 C 6.43612 -3.39741 -0.01083  C2 1.521, H30 1.092, H31 1.090, H32 1.084
2 C 6.39997 -1.94235 0.43208  C1 1.521, O3 1.441, C4 1.530, H33 1.094
3 O 6.09930 -1.91859 1.84083  C2 1.441, H34 0.960
4 C 5.31926 -1.15006 -0.30705  C2 1.530, N5 1.465, H35 1.095, H36 1.092
5 N 3.98386 -1.60177 0.09054  C4 1.465, C6 1.458, H37 1.012
6 C 3.31924 -0.72454 1.04682  N5 1.458, C7 1.511, H38 1.090, H39 1.101
7 C 1.83578 -1.00738 1.09832  C6 1.511, O8 1.442, H40 1.094, H41 1.090
8 O 1.22244 -0.44212 -0.07825  C7 1.442, C9 1.349
9 C -0.12455 -0.49687 -0.12794  O8 1.349, C10 1.404, C20 1.390
10 C -0.76157 -1.26228 -1.11790  C9 1.404, P11 1.816, C13 1.413
11 P 0.23950 -2.26981 -2.24936  C10 1.816, N12 1.568, H42 1.397, H43 1.410
12 N 0.07049 -3.82556 -2.15608  P11 1.568, H44 1.013
13 C -2.16997 -1.30658 -1.22880  C10 1.413, C14 1.512, C18 1.396
14 C -2.86236 -2.06071 -2.34205  C13 1.512, C15 1.533, H45 1.090, H46 1.095
15 C -4.07488 -2.90148 -1.92714  C14 1.533, C16 1.527, H47 1.090, H48 1.091
16 C -3.74502 -4.38643 -1.79325  C15 1.527, O17 1.431, H49 1.090, H50 1.094
17 O -3.03490 -4.82722 -2.95436  C16 1.431, H51 0.960
18 C -2.94385 -0.58204 -0.32012  C13 1.396, C19 1.375, H52 1.082
19 C -2.30607 0.13999 0.66122  C18 1.375, C20 1.386, C28 1.482
20 C -0.92556 0.19060 0.77711  C9 1.390, C19 1.386, C21 1.481
21 C -0.59083 1.06849 1.92238  C20 1.481, O22 1.193, N23 1.462
22 O 0.42970 1.62161 2.19654  C21 1.193
23 N -1.82641 1.29243 2.67059  C21 1.462, C24 1.485, C28 1.449
24 C -2.01169 0.53129 3.93158  N23 1.485, C25 1.518, H53 1.087, H54 1.093
25 C -0.89099 -0.46945 4.15103  C24 1.518, O26 1.187, I27 2.148
26 O -0.79034 -1.48808 3.54920  C25 1.187
27 I 0.57879 0.05664 5.62672  C25 2.148
28 C -2.88272 0.99745 1.72351  C19 1.482, N23 1.449, O29 1.196
29 O -3.98759 1.44983 1.79455  C28 1.196
30 H 6.35636 -3.45741 -1.09848  C1 1.092
31 H 5.56669 -3.90382 0.40926  C1 1.090
32 H 7.34587 -3.88651 0.31869  C1 1.084
33 H 7.37445 -1.48032 0.24757  C2 1.094
34 H 6.77013 -1.39758 2.28774  O3 0.960
35 H 5.46448 -0.07599 -0.14819  C4 1.095
36 H 5.46598 -1.34351 -1.37202  C4 1.092
37 H 3.41110 -1.64096 -0.74244  N5 1.012
38 H 3.74270 -0.86826 2.04083  C6 1.090
39 H 3.43496 0.33170 0.75994  C6 1.101
40 H 1.66322 -2.08797 1.11308  C7 1.094
41 H 1.42079 -0.57012 2.00642  C7 1.090
42 H 1.55753 -1.85255 -2.05050  P11 1.397
43 H -0.06216 -1.71209 -3.50831  P11 1.410
44 H -0.57481 -4.09114 -1.42162  N12 1.013
45 H -2.16682 -2.70464 -2.87979  C14 1.090
46 H -3.18339 -1.29774 -3.05909  C14 1.095
47 H -4.53774 -2.56568 -0.99940  C15 1.090
48 H -4.84396 -2.80855 -2.69506  C15 1.091
49 H -4.69204 -4.92522 -1.76882  C16 1.090
50 H -3.18277 -4.58501 -0.87591  C16 1.094
51 H -2.18958 -5.20666 -2.70163  O17 0.960
52 H -4.02361 -0.56213 -0.39237  C18 1.082
53 H -2.11951 1.21153 4.77290  C24 1.087
54 H -2.93068 -0.05740 3.86534  C24 1.093
55 C 11.06926 -5.72755 0.69463  N56 1.490, H59 1.083, H60 1.085, H61 1.086
56 N 9.83345 -5.01358 0.26718  C55 1.490, O57 1.212, O58 1.213
57 O 8.86545 -5.68356 -0.02176  N56 1.212
58 O 9.88963 -3.80198 0.23906  N56 1.213
59 H 10.87166 -6.79210 0.67088  C55 1.083
60 H 11.85689 -5.44972 0.00130  C55 1.085
61 H 11.30832 -5.38608 1.69691  C55 1.086
62 C 6.07195 1.50134 -4.40374  N63 1.490, H66 1.083, H67 1.085, H68 1.086
63 N 6.50664 0.96869 -3.08203  C62 1.490, O64 1.212, O65 1.213
64 O 6.23558 1.61614 -2.09376  N63 1.212
65 O 7.10374 -0.08688 -3.09096  N63 1.213
66 H 5.55534 2.43893 -4.23922  C62 1.083
67 H 6.96497 1.63528 -5.00607  C62 1.085
68 H 5.42096 0.75749 -4.85248  C62 1.086
69 C -8.35337 -4.37783 0.39416  N70 1.486, H73 1.083, H74 1.086, H75 1.086
70 N -7.29877 -4.36979 -0.65253  C69 1.486, O71 1.216, O72 1.214
71 O -7.08670 -3.32788 -1.24276  N70 1.216
72 O -6.71248 -5.41267 -0.85633  N70 1.214
73 H -8.78031 -3.38419 0.45058  C69 1.083
74 H -9.09470 -5.11017 0.08900  C69 1.086
75 H -7.88836 -4.66664 1.33188  C69 1.086
76 C -1.59218 4.09966 0.28257  N77 1.486, H80 1.084, H81 1.087, H82 1.085
77 N -1.91603 4.92860 -0.90780  C76 1.486, O78 1.214, O79 1.213
78 O -3.02922 5.40828 -0.97955  N77 1.214
79 O -1.03582 5.08084 -1.72823  N77 1.213
80 H -2.46465 4.06475 0.92470  C76 1.084
81 H -1.32016 3.10830 -0.07082  C76 1.087
82 H -0.75367 4.57365 0.78231  C76 1.085
83 C 0.34981 8.14606 0.54939  N84 1.489, H87 1.083, H88 1.086, H89 1.086
84 N 1.10515 7.14183 1.34792  C83 1.489, O85 1.214, O86 1.213
85 O 0.47966 6.25753 1.89621  N84 1.214
86 O 2.30938 7.27313 1.40210  N84 1.213
87 H -0.70364 7.89870 0.59819  C83 1.083
88 H 0.55274 9.11958 0.98522  C83 1.086
89 H 0.72610 8.09586 -0.46778  C83 1.086
90 C -8.36594 -4.66919 -4.33499  N91 1.490, H94 1.083, H95 1.086, H96 1.087
91 N -9.59571 -5.32931 -3.81402  C90 1.490, O92 1.209, O93 1.216
92 O -10.24368 -6.01612 -4.56922  N91 1.209
93 O -9.86234 -5.13018 -2.64464  N91 1.216
94 H -8.25498 -4.93514 -5.37895  C90 1.083
95 H -8.49479 -3.59939 -4.20263  C90 1.086
96 H -7.53059 -5.02555 -3.73824  C90 1.087
97 C 3.91420 8.19426 3.92318  N98 1.488, H101 1.083, H102 1.084, H103 1.085
98 N 3.57270 8.98980 5.13366  C97 1.488, O99 1.212, O100 1.214
99 O 4.28408 8.88475 6.10911  N98 1.212
100 O 2.58896 9.69788 5.05751  N98 1.214
101 H 4.80589 7.61601 4.13248  C97 1.083
102 H 3.06861 7.55204 3.70596  C97 1.084
103 H 4.07455 8.89523 3.11059  C97 1.085
104 C -5.76592 4.18434 1.28334  N105 1.489, H108 1.082, H109 1.087, H110 1.086
105 N -6.97774 4.92186 0.83101  C104 1.489, O106 1.213, O107 1.212
106 O -7.93903 4.27088 0.47868  N105 1.213
107 O -6.92025 6.13284 0.84798  N105 1.212
108 H -5.96115 3.12177 1.21664  C104 1.082
109 H -4.94999 4.48248 0.62962  C104 1.087
110 H -5.56584 4.48720 2.30657  C104 1.086

The SMILES is C[C@H](O)CNCCOc1c([PH2]=N)c(CCCO)cc2c1C(=O)N(CC(=O)I)C2=O.C[N+](=O)[O-].C[N+](=O)[O-].C[N+](=O)[O-].C[N+](=O)[O-].C[N+](=O)[O-].C[N+](=O)[O-].C[N+](=O)[O-].C[N+](=O)[O-]. As for the orbital gap: 7.53 eV. Its total charge is 0.

Atomic partial charges in e from the Mulliken method, atoms 1 to 8: -1.204 0.210 -0.585 -0.860 -0.055 -1.066 0.216 -0.554